# 1
The following is a quantum chemistry calculation of 12 unconnected molecules or ions with the total composition C32H33BrCl33NO7P2 in a non-equilibrium geometry, from the OMol25 dataset.

Structure (SMILES): CCCOc1c(Cc2ccccc2)c(P(N)O)c(CP(=O)(O)O)c2c1C(=O)C(Br)=CC2=O.ClC(Cl)Cl.ClC(Cl)Cl.ClC(Cl)Cl.ClC(Cl)Cl.ClC(Cl)Cl.ClC(Cl)Cl.ClC(Cl)Cl.ClC(Cl)Cl.ClC(Cl)Cl.ClC(Cl)Cl.ClC(Cl)Cl
Frontier orbital gap in eV: 6.51
E in Ha: -20263.65007
Total charge: 0

Geometry as XYZ:
```
109
Properties=species:S:1:pos:R:3:mulliken_charge:R:1
C 0.92090 4.36231 4.78485 -1.54
C 0.88715 2.85805 5.10761 -0.14
C 1.43965 2.05419 3.93409 -0.48
O 0.53214 1.04975 3.43881 -0.08
C -0.12441 1.44909 2.32451 0.18
C 0.52586 1.67504 1.14598 0.32
C 2.02604 1.42049 0.97360 -1.38
C 2.31276 0.04779 0.33942 -0.42
C 2.36444 -1.06720 1.06750 1.17
C 2.60524 -2.25004 0.46112 -0.69
C 2.77003 -2.35049 -0.85346 -0.85
C 2.74036 -1.21914 -1.59236 -1.57
C 2.51441 -0.07193 -0.99129 0.25
C -0.16394 2.15340 0.08216 0.82
P 0.78704 2.54137 -1.47344 -0.32
N 0.72679 4.23501 -1.68535 -0.43
O -0.11408 1.88297 -2.67238 -0.42
C -1.50847 2.35133 0.15896 0.60
C -2.26357 2.84704 -1.04978 -1.76
P -3.07770 1.44893 -1.94174 0.88
O -2.82044 1.55569 -3.36893 -0.72
O -4.64309 1.54976 -1.69564 -0.54
O -2.60813 0.05696 -1.38443 -0.50
C -2.15274 2.09522 1.30282 -0.16
C -1.46474 1.66212 2.39616 0.19
C -2.21877 1.42685 3.67645 0.85
O -1.67398 1.24353 4.75657 -0.65
C -3.70664 1.40290 3.63638 -0.43
Br -4.69249 0.82394 5.12468 -0.10
C -4.33603 1.79640 2.55884 -0.55
C -3.61923 2.30512 1.40378 0.52
O -4.28154 2.88252 0.54990 -0.70
H 0.72121 4.53663 3.73848 0.37
H 1.86966 4.80213 5.05737 0.37
H 0.15139 4.86959 5.34898 0.40
H 1.47234 2.71992 6.00505 -0.10
H -0.13034 2.60878 5.35244 0.13
H 2.36635 1.57936 4.22734 0.51
H 1.70606 2.74399 3.15080 0.39
H 2.55337 1.41281 1.91074 0.49
H 2.47097 2.18382 0.36433 0.53
H 2.21305 -1.02624 2.12921 0.65
H 2.67239 -3.18399 0.99423 0.08
H 2.94676 -3.29382 -1.32062 0.70
H 2.88334 -1.28680 -2.64978 0.28
H 2.49779 0.79241 -1.61625 0.48
H 0.50015 4.73301 -0.83607 0.28
H 0.14227 4.53381 -2.45634 0.32
H 0.36910 1.08828 -2.91640 0.29
H -1.63369 3.30290 -1.79048 0.26
H -3.00830 3.56758 -0.78001 1.00
H -4.83025 2.48849 -1.59351 0.24
H -1.64700 0.03931 -1.31866 0.39
H -5.40322 1.76620 2.51663 0.54
C 3.32574 -5.42766 3.91608 0.03
Cl 4.97278 -5.44856 4.54986 -0.13
Cl 3.03574 -3.97128 2.95653 0.01
Cl 3.00943 -6.86820 2.95371 -0.14
H 2.63997 -5.42100 4.75304 0.19
C 3.73663 -0.04822 7.16742 -0.13
Cl 2.33846 1.00588 7.36702 -0.11
Cl 3.51327 -1.09999 5.77748 -0.04
Cl 5.21374 0.90220 7.00059 -0.14
H 3.82878 -0.66485 8.05059 0.40
C 6.06859 -4.00214 -3.14145 0.06
Cl 7.48221 -3.05452 -3.58612 -0.10
Cl 6.05799 -4.33597 -1.40864 -0.11
Cl 4.58428 -3.17557 -3.62278 -0.10
H 6.11526 -4.94575 -3.66764 0.26
C 5.06114 4.28431 -1.94776 -0.05
Cl 3.78128 3.06699 -2.02373 0.03
Cl 5.75383 4.57535 -3.54397 -0.14
Cl 4.44518 5.78568 -1.25205 -0.14
H 5.84579 3.91333 -1.30328 0.29
C -0.74476 -2.84468 3.95839 0.76
Cl -0.03499 -3.31421 2.42887 -0.09
Cl -2.50133 -2.87092 3.83975 -0.16
Cl -0.18132 -3.89931 5.25892 -0.12
H -0.42985 -1.83434 4.18778 -0.36
C -7.16615 3.36524 -3.27560 0.41
Cl -8.80369 3.17884 -2.65382 -0.06
Cl -7.16304 3.39055 -5.03583 -0.14
Cl -6.42055 4.84292 -2.63127 -0.16
H -6.58145 2.51553 -2.95072 0.00
C -2.73913 0.04902 -6.47351 0.82
Cl -4.25016 -0.27643 -7.32467 -0.14
Cl -1.93983 -1.46524 -6.03549 -0.13
Cl -1.66788 1.04419 -7.46578 -0.14
H -2.96373 0.59284 -5.56027 -0.34
C -2.41212 -7.06026 6.97305 0.00
Cl -0.74079 -7.05637 7.55088 -0.13
Cl -2.75048 -5.60157 6.04900 -0.06
Cl -2.73326 -8.50384 6.01238 -0.12
H -3.06448 -7.07737 7.83449 0.31
C 9.84117 -5.00219 -6.49052 0.06
Cl 8.17695 -5.45078 -6.10555 -0.11
Cl 10.05177 -4.84506 -8.23262 -0.12
Cl 10.29911 -3.50885 -5.67062 -0.12
H 10.49134 -5.79147 -6.14117 0.28
C -0.67292 -1.93276 -9.65895 0.68
Cl 0.98810 -1.34947 -9.55268 -0.13
Cl -1.31665 -1.69204 -11.28353 -0.13
Cl -0.77167 -3.63041 -9.19051 -0.13
H -1.27506 -1.35766 -8.96834 -0.31
C -12.15607 1.36057 -1.37870 0.00
Cl -11.99235 3.00394 -1.99988 -0.12
Cl -11.51657 0.19103 -2.53188 -0.10
Cl -11.35207 1.20185 0.18305 -0.11
H -13.20807 1.15679 -1.23901 0.34
```



# 2
The following is a quantum chemistry calculation of a single C4H2Cl2N2O6S molecule in a non-equilibrium geometry, from the OMol25 dataset.

Relative energy (zero: lowest compared OMol25 entry of this formula, charge and spin) in kcal per mole: 19.9
Structure (SMILES): O=[N+]([O-])[C@@H]1C=C(Cl)[C@@](Cl)([N+](=O)[O-])S1(=O)=O
Frontier orbital gap in eV: 9.70
E in Ha: -2032.86250
Total charge: 0

Geometry as XYZ:
```
17
Properties=species:S:1:pos:R:3:mulliken_charge:R:1
C 0.11293 1.32002 0.26064 -0.57
C 1.15018 0.81995 -0.46874 0.11
C -0.90136 0.39961 0.82014 -0.21
C 1.19720 -0.57416 -0.80688 0.29
N -2.25788 0.97342 0.85279 0.93
N 1.85797 -1.39312 0.36448 1.04
O -2.99501 0.59071 1.75025 -0.58
O -2.54984 1.72234 -0.01543 -0.51
O 1.60803 -0.86802 1.43569 -0.55
O 2.45458 -2.36412 0.15056 -0.56
O -1.05474 -2.28400 -0.38233 -0.59
O -1.24391 -0.34838 -1.87619 -0.54
S -0.66708 -0.93210 -0.70290 1.03
Cl 2.32866 1.77220 -1.31639 -0.16
Cl 1.66340 -1.09236 -2.37975 -0.06
H 0.07871 2.37431 0.40989 0.51
H -0.78184 -0.11631 1.90417 0.42
```



# 3
The following is a quantum chemistry calculation of a molecular structure, C46H50AsI2N5O4PPbS in a non-equilibrium geometry, from the OMol25 dataset.

Relative energy (zero: lowest compared OMol25 entry of this formula, charge and spin) in kcal per mole: 3.3
Frontier orbital gap in eV: 7.45
E in Ha: -6121.00889
Total charge: +1

Geometry as XYZ:
```
111
Properties=species:S:1:pos:R:3:mulliken_charge:R:1
Pb -0.23882 0.06251 0.41576 1.09
I 0.10131 -2.55781 5.37829 0.05
C 1.67877 -1.82863 4.21537 -0.02
C 2.76950 -1.25137 4.89242 -0.33
C 3.81718 -0.72641 4.20121 -0.28
I 5.37654 0.17244 5.26804 0.12
C 3.80850 -0.72684 2.78603 1.24
C 4.85277 -0.23105 1.97268 -1.22
C 4.68832 -0.14368 0.62209 -1.28
C 3.45791 -0.53538 0.06856 -0.88
N 2.50898 -1.09431 0.77805 0.82
C 2.66747 -1.23478 2.11274 0.03
C 1.60562 -1.85400 2.84007 -0.33
O 0.46809 -2.37883 2.25742 -0.56
H 2.76163 -1.23361 5.97423 0.42
H 5.78357 0.07378 2.43397 0.27
H 5.47816 0.23063 -0.01618 0.58
H 3.25415 -0.39428 -0.99017 0.88
C -5.48959 1.78954 -1.52307 -0.95
N -4.34558 1.79881 -2.43051 0.15
C -4.40095 0.61408 -3.28566 -0.95
N -4.47368 -0.63829 -2.52721 0.22
C -5.60626 -0.58036 -1.60699 -1.00
N -5.56041 0.57360 -0.70776 0.15
C -4.47087 0.49055 0.25283 -1.19
P -2.80429 0.43491 -0.60442 1.58
C -3.08137 1.91205 -1.71801 -1.05
C -3.22796 -0.91498 -1.82780 -0.75
H -6.39882 1.84308 -2.12164 0.33
H -5.44563 2.66418 -0.87300 0.40
H -3.51715 0.59286 -3.92427 0.37
H -5.28998 0.68414 -3.91326 0.29
H -5.63511 -1.49889 -1.01621 0.40
H -6.52116 -0.51070 -2.19548 0.32
H -4.59188 -0.40299 0.86904 0.38
H -4.49642 1.36528 0.90424 0.46
H -2.24928 1.99203 -2.41438 0.39
H -3.08231 2.81438 -1.10653 0.54
H -3.31179 -1.85829 -1.28148 0.28
H -2.41151 -1.01187 -2.54070 0.27
C 6.49778 2.89385 -2.82771 -1.52
C 5.06429 2.73431 -2.39415 0.99
C 4.11731 2.17102 -3.24862 -1.01
C 2.78966 2.06334 -2.86801 -0.61
C 2.40953 2.51357 -1.61084 0.22
C 3.33771 3.05436 -0.73220 -0.37
C 4.65873 3.16295 -1.13081 -0.78
S 0.71100 2.45498 -1.14652 1.51
O 0.01249 3.52386 -1.79139 -0.72
O 0.21179 1.09833 -1.60530 -0.62
O 0.66877 2.44229 0.32208 -0.86
H 6.70233 2.33189 -3.73740 0.37
H 7.18478 2.56551 -2.04672 0.35
H 6.71120 3.94611 -3.02820 0.34
H 4.42217 1.82721 -4.22999 0.36
H 2.04781 1.63228 -3.53023 0.47
H 3.01236 3.38617 0.24644 0.51
H 5.39180 3.59196 -0.45704 0.41
C 5.04977 -7.36806 1.59945 -1.53
C 3.95275 -6.36075 1.40079 0.61
C 2.86340 -6.30530 2.26197 -0.99
C 1.82066 -5.41044 2.08460 0.97
C 0.66231 -5.50167 3.05011 -1.27
C 1.88916 -4.52331 0.98863 0.90
As 0.33665 -3.36034 0.74624 1.13
N -0.10140 -2.21546 -0.54053 0.90
C 0.00532 -2.63108 -1.88808 0.42
C 0.02592 -1.68051 -2.91578 -0.76
C 0.09159 -2.07546 -4.24525 -0.73
C 0.14462 -3.41557 -4.59820 -1.03
C 0.13642 -4.37096 -3.59305 -0.66
C 0.06764 -3.98289 -2.26607 0.07
C -1.35988 -4.33329 0.92489 1.51
C -1.52416 -5.56185 0.26059 0.64
C -0.42444 -6.52276 -0.14263 -2.05
C -2.81633 -6.01604 -0.00625 -1.48
C -3.94668 -5.31742 0.36628 0.62
C -5.32557 -5.80179 0.01236 -1.61
C -3.76172 -4.14891 1.10077 -0.61
C -2.50533 -3.64778 1.39070 0.00
C -2.44414 -2.44192 2.29318 -0.65
C 2.98566 -4.53980 0.11327 0.78
C 3.13426 -3.65214 -1.09368 -1.47
C 3.99866 -5.45990 0.34911 -0.87
H 4.74998 -8.14723 2.29822 0.39
H 5.94550 -6.88445 1.99527 0.31
H 5.32134 -7.83593 0.65302 0.39
H 2.81388 -6.99373 3.09891 0.45
H 1.00105 -5.91253 3.99956 0.58
H -0.11115 -6.16528 2.65591 0.16
H 0.20525 -4.53990 3.24960 -0.20
H 0.02102 -0.62997 -2.66752 0.63
H 0.11059 -1.31721 -5.02114 0.51
H 0.19101 -3.71036 -5.63908 0.40
H 0.17992 -5.42517 -3.84330 0.46
H 0.07930 -4.73346 -1.48894 0.01
H 0.57636 -6.15050 0.01636 0.07
H -0.53310 -6.79707 -1.19348 0.53
H -0.52882 -7.44202 0.43685 0.52
H -2.92668 -6.96007 -0.53225 0.43
H -5.29615 -6.81686 -0.38178 0.38
H -5.77083 -5.15633 -0.74875 0.30
H -5.98325 -5.78384 0.88306 0.38
H -4.63320 -3.61663 1.47146 0.41
H -3.43892 -2.20580 2.66899 0.59
H -2.07661 -1.55374 1.78436 -0.17
H -1.79755 -2.62593 3.14625 -0.44
H 2.37712 -2.88142 -1.13474 -0.80
H 3.06045 -4.24525 -2.00606 0.47
H 4.11566 -3.17588 -1.08796 0.67
H 4.84329 -5.47881 -0.33339 0.49
```



Number 2 is which compound? C4H2Cl2N2O6S